No. 1
Molecular formula: C17H23ClO4
Method: DFT, ωB97M-V with the def2-TZVPD basis set

Values from the calculation:
- Energy relative to the best compared isomer or geometry (same formula, charge and spin): 3.0 kJ/mol
- SMILES: CCOC(=O)[C@]1(CCCCCCOc2ccc(Cl)cc2)CO1
- Maximum force: 1.300 eV/A
- Gap between HOMO and LUMO: 9.04 eV

```
45
Properties=species:S:1:pos:R:3:forces:R:3:mulliken_charge:R:1
C -1.0477 -0.5179 2.9932 0.24 -0.26 -0.22 -0.934
C -0.0670 -1.6638 2.7940 -0.29 0.00 0.54 -0.406
O 0.2247 -1.8612 1.4088 0.26 0.21 -0.21 -0.289
C -0.5926 -2.6440 0.7140 -0.04 -0.13 -0.10 -0.043
O -1.5466 -3.2250 1.1662 0.02 0.06 0.00 -0.635
C -0.1523 -2.7657 -0.7266 -0.48 -0.80 0.10 1.528
C -1.2412 -3.1331 -1.7183 0.14 0.31 -0.06 -1.057
C -1.9342 -1.8858 -2.2770 -0.05 -0.14 0.27 -0.667
C -2.8809 -1.2361 -1.2703 -0.05 0.09 -0.32 0.351
C -3.4710 0.0790 -1.7870 0.20 0.00 0.15 -1.101
C -2.5094 1.2637 -1.6747 -0.08 0.09 0.21 -0.295
C -2.4262 1.7871 -0.2381 -0.20 -0.28 -0.23 -0.449
O -1.4937 2.8374 -0.0807 0.19 0.21 -0.01 -0.450
C -0.1690 2.5497 0.0324 0.23 0.08 0.08 -0.151
C 0.6673 3.6493 0.2439 -0.20 -0.12 -0.05 -0.504
C 2.0271 3.4848 0.3982 -0.02 -0.10 -0.01 -0.499
C 2.5702 2.2094 0.3436 -0.19 -0.07 -0.03 0.157
Cl 4.2775 1.9963 0.5406 0.25 -0.03 0.03 -0.248
C 1.7597 1.1111 0.1292 0.20 0.16 0.04 -0.807
C 0.3947 1.2791 -0.0274 -0.33 0.08 -0.05 0.716
C 1.2490 -3.1742 -0.9468 0.19 -0.76 0.25 -0.849
O 0.8322 -1.8628 -1.1505 0.09 1.24 -0.39 -0.409
H -0.6550 0.3927 2.5456 0.00 0.09 0.00 0.163
H -2.0052 -0.7627 2.5380 -0.09 0.01 -0.02 0.235
H -1.2006 -0.3526 4.0557 -0.03 0.04 0.13 0.476
H 0.8961 -1.4386 3.2557 -0.10 -0.07 -0.06 0.354
H -0.4761 -2.5929 3.2043 0.16 0.14 -0.03 0.362
H -0.7973 -3.6941 -2.5422 0.03 -0.04 0.06 0.379
H -1.9622 -3.7726 -1.2067 0.05 -0.06 -0.06 0.431
H -1.1635 -1.1757 -2.5831 0.00 0.02 -0.12 0.335
H -2.5024 -2.1678 -3.1657 0.01 0.06 -0.05 0.428
H -2.3533 -1.0589 -0.3328 -0.03 0.01 0.16 -0.450
H -3.6911 -1.9352 -1.0528 0.04 -0.04 0.11 0.443
H -3.7555 -0.0533 -2.8326 -0.11 0.01 -0.01 0.363
H -4.3789 0.3137 -1.2267 -0.11 0.01 -0.05 0.392
H -2.8521 2.0799 -2.3133 0.08 0.03 -0.01 0.362
H -1.5146 0.9765 -2.0172 0.06 0.03 -0.06 0.235
H -3.3864 2.2286 0.0464 0.09 -0.13 -0.01 0.417
H -2.2042 0.9750 0.4631 -0.02 0.05 0.02 0.060
H 0.2219 4.6305 0.2845 -0.05 0.12 0.01 0.436
H 2.6651 4.3392 0.5610 0.07 0.06 0.02 0.415
H 2.1739 0.1177 0.0716 0.06 -0.10 0.00 0.586
H -0.1965 0.3976 -0.2065 -0.14 -0.10 -0.02 0.064
H 1.9013 -3.3358 -0.0957 0.03 0.05 0.05 0.285
H 1.4921 -3.7408 -1.8387 -0.06 -0.02 -0.05 0.269
```
Forces are in eV/Å.



No. 2
Molecular formula: C53H49I2N6P2S2TeTi
Method: DFT, ωB97M-V with the def2-TZVPD basis set

Values from the calculation:
- Energy relative to the best compared isomer or geometry (same formula, charge and spin): 0.0 kJ/mol
- Multiplicity: 3
- Maximum force: 0.601 eV/A
- Gap between HOMO and LUMO (alpha / beta): 5.44 / 4.29 eV
- Net charge: -1

```
116
Properties=species:S:1:pos:R:3:forces:R:3:mulliken_spin:R:1
Ti -1.0715 0.7485 -0.8342 0.27 0.48 0.25 0.983
C -4.3090 0.3931 3.5473 0.00 -0.02 0.00 0.000
S -4.2720 -1.0814 2.5096 -0.03 0.03 -0.03 -0.002
C -3.1745 -0.6011 1.2139 -0.04 -0.04 -0.06 -0.001
S -1.9710 0.5889 1.4711 -0.01 0.10 0.21 -0.025
N -3.3576 -1.2870 0.1256 -0.07 -0.11 0.00 0.004
N -2.4291 -0.9714 -0.8331 0.07 0.12 -0.07 -0.026
C -2.4523 -1.6797 -1.8963 -0.09 -0.19 -0.06 0.054
C -1.4314 -1.4621 -2.9071 0.10 0.01 0.15 0.035
C -1.3671 -2.2553 -4.0327 0.04 -0.04 -0.14 0.016
C -0.3526 -2.0300 -4.9543 -0.07 -0.08 -0.02 0.000
C 0.5527 -1.0184 -4.7220 0.02 0.10 0.00 0.011
C 0.4122 -0.2487 -3.5722 -0.07 0.02 0.01 0.015
N -0.5439 -0.4685 -2.6667 -0.06 0.10 -0.01 -0.031
H -5.0197 0.1743 4.3443 0.01 -0.02 -0.01 0.000
H -4.6617 1.2485 2.9759 0.01 0.01 0.00 0.000
H -3.3369 0.6173 3.9773 0.02 0.00 0.01 0.000
H -3.1939 -2.4622 -2.0339 0.00 0.00 0.07 -0.020
H -2.1042 -3.0331 -4.1832 -0.01 0.01 0.03 -0.001
H -0.2835 -2.6338 -5.8505 0.00 0.00 0.01 0.000
H 1.3309 -0.7447 -5.4233 0.02 0.01 0.01 -0.001
H 1.0785 0.5880 -3.4127 0.01 -0.03 -0.03 0.003
C -3.9529 1.6046 -5.1989 0.00 0.00 0.01 0.001
C -3.6348 0.7536 -3.9685 0.00 0.00 0.00 0.013
C -4.3864 1.2250 -2.7485 0.00 -0.01 -0.08 -0.016
C -5.7622 1.0241 -2.6875 -0.01 0.03 0.04 -0.002
C -6.5125 1.5178 -1.6342 0.03 -0.01 -0.01 0.003
C -5.8809 2.2469 -0.6394 -0.01 -0.01 0.00 -0.003
C -4.5071 2.4609 -0.6606 0.01 0.03 0.07 0.011
C -3.8878 3.2970 0.4334 0.02 0.01 -0.01 0.008
C -4.1475 4.7920 0.2404 -0.01 0.01 -0.01 0.001
C -3.7435 1.9140 -1.7086 -0.02 -0.02 -0.07 -0.009
N -2.3280 2.0037 -1.6701 0.14 -0.42 0.15 -0.029
C -1.7247 3.2605 -1.9480 -0.20 0.13 -0.15 -0.002
C -0.7355 3.6104 -0.9104 0.11 0.15 0.08 -0.005
C -0.1767 4.8004 -0.5110 -0.04 0.00 -0.04 0.005
C 0.7858 4.4690 0.4788 0.04 -0.09 0.06 0.002
C 0.7622 3.0986 0.6178 -0.04 0.12 -0.04 0.033
N -0.1705 2.5572 -0.2288 -0.09 -0.53 -0.18 -0.049
H -3.4031 1.2461 -6.0708 -0.01 0.00 0.00 0.000
H -3.6545 2.6398 -5.0269 -0.01 -0.01 0.00 0.000
H -5.0213 1.5891 -5.4259 0.01 -0.01 -0.01 0.000
H -2.5635 0.8063 -3.7823 0.00 -0.01 -0.01 0.000
H -3.8884 -0.2926 -4.1740 -0.01 0.01 0.00 0.001
H -6.2484 0.4745 -3.4872 0.01 0.00 0.00 0.000
H -7.5803 1.3399 -1.5904 0.01 0.01 0.00 0.000
H -6.4594 2.6512 0.1857 0.01 0.00 -0.01 0.000
H -2.8159 3.1170 0.4890 -0.03 0.02 -0.01 0.002
H -4.3025 2.9822 1.3954 -0.02 0.01 0.00 -0.001
H -3.7373 5.1398 -0.7093 0.00 0.00 0.02 0.000
H -3.6769 5.3712 1.0366 -0.01 0.00 0.00 0.000
H -5.2179 5.0104 0.2382 0.00 0.00 0.00 0.000
H -2.4479 4.0362 -2.1857 0.04 0.08 0.13 0.006
H -0.4081 5.7778 -0.9058 0.01 0.00 0.01 0.001
H 1.4150 5.1510 1.0301 0.00 0.00 -0.01 0.001
H 1.3317 2.4786 1.2923 -0.01 0.02 -0.04 0.023
Te 1.6441 -3.0282 2.7498 0.19 -0.01 -0.07 0.084
C 3.1869 -3.8852 1.5681 0.04 0.06 0.08 0.009
C 4.5045 -3.5410 1.8586 -0.04 0.03 0.01 -0.004
C 5.5271 -4.1289 1.1307 -0.04 -0.05 -0.06 0.001
N 5.3221 -5.0211 0.1611 0.00 0.02 0.04 0.003
C 4.0606 -5.3496 -0.1016 0.00 0.04 0.01 0.001
C 2.9649 -4.8181 0.5697 -0.13 -0.03 -0.10 0.008
C 1.5751 -1.1401 1.8615 0.08 -0.18 -0.10 0.748
P 1.2012 -0.8630 0.1129 -0.16 0.16 -0.17 0.003
C 0.8834 -2.4879 -0.6612 0.02 -0.03 0.06 -0.049
C 1.5563 -2.9270 -1.7988 0.02 -0.05 -0.02 0.031
C 1.1702 -4.0993 -2.4361 0.04 0.00 0.03 -0.001
C 0.1162 -4.8520 -1.9400 0.01 0.00 0.01 0.003
C -0.5708 -4.4151 -0.8135 -0.01 -0.01 0.00 -0.012
C -0.2011 -3.2335 -0.1907 0.01 0.02 0.00 0.034
C 2.7174 -0.2609 -0.7052 -0.13 0.04 -0.09 0.073
C 3.9231 -0.9626 -0.6858 -0.01 0.03 0.00 0.009
C 5.0237 -0.4700 -1.3644 0.04 0.00 -0.03 0.003
C 4.9283 0.7205 -2.0804 -0.02 0.00 0.00 0.003
C 3.7347 1.4239 -2.1101 0.00 -0.02 0.03 0.000
C 2.6336 0.9368 -1.4143 0.05 0.01 0.10 -0.021
P 1.3313 0.2870 2.9380 -0.20 0.29 0.18 -0.042
C 0.8773 -0.4965 4.5325 0.05 -0.07 0.01 -0.004
C -0.4893 -0.6298 4.7804 0.00 -0.03 -0.03 0.022
C -0.9452 -1.2697 5.9258 0.00 0.00 -0.01 -0.004
C -0.0374 -1.7683 6.8481 0.00 0.00 -0.03 0.007
C 1.3265 -1.6387 6.6158 0.01 0.01 -0.01 -0.002
C 1.7802 -1.0190 5.4623 -0.01 0.08 0.03 0.012
C 2.9818 1.0186 3.2878 0.08 -0.08 0.00 0.027
C 3.2211 1.6521 4.5108 -0.02 0.04 -0.07 -0.003
C 4.3991 2.3511 4.7306 -0.03 -0.03 0.01 0.004
C 5.3603 2.4394 3.7336 -0.02 -0.02 -0.02 -0.003
C 5.1217 1.8365 2.5081 0.00 0.01 -0.01 0.003
C 3.9416 1.1408 2.2846 0.02 -0.11 -0.04 0.010
H 4.7344 -2.8181 2.6316 0.00 0.00 -0.01 -0.001
H 6.5600 -3.8693 1.3361 0.00 -0.01 -0.01 0.000
H 3.9069 -6.0693 -0.8983 0.01 -0.01 0.00 0.000
H 1.9613 -5.1135 0.2851 0.04 0.01 0.03 -0.001
H 2.3811 -2.3519 -2.1995 -0.02 0.00 0.00 0.005
H 1.6987 -4.4202 -3.3254 0.00 0.01 0.00 0.000
H -0.1823 -5.7664 -2.4381 0.01 0.00 0.01 -0.001
H -1.4109 -4.9813 -0.4299 0.01 0.00 0.00 0.001
H -0.7719 -2.8789 0.6600 -0.01 0.01 -0.01 0.010
H 3.9923 -1.8959 -0.1461 0.03 -0.10 0.06 -0.003
H 5.9554 -1.0229 -1.3509 -0.01 0.00 0.01 0.001
H 5.7856 1.0916 -2.6277 -0.02 0.00 0.00 0.000
H 3.6436 2.3376 -2.6820 -0.01 -0.01 -0.03 0.001
H 1.7117 1.5103 -1.4098 0.08 0.00 -0.01 0.032
H -1.1930 -0.2400 4.0539 -0.01 0.01 -0.02 -0.010
H -2.0099 -1.3747 6.0934 0.00 0.00 0.00 0.000
H -0.3886 -2.2618 7.7457 -0.01 0.00 0.00 0.000
H 2.0387 -2.0353 7.3288 0.00 0.00 0.00 0.000
H 2.8439 -0.9445 5.2762 0.01 0.02 0.00 -0.003
H 2.4786 1.6182 5.2970 -0.04 -0.04 0.02 0.001
H 4.5595 2.8334 5.6869 0.01 0.00 0.00 0.000
H 6.2802 2.9834 3.9057 -0.01 0.01 0.00 0.000
H 5.8489 1.9116 1.7093 0.00 0.00 0.00 0.000
H 3.7749 0.6987 1.3102 0.00 0.00 0.08 0.023
I -0.5469 3.1553 -3.8724 0.00 0.03 -0.10 -0.008
I 2.2164 1.8666 -6.2166 0.09 -0.03 0.04 0.000
```
Forces are in eV/Å.



No. 3
Molecular formula: C33H50ClPPm
Method: DFT, ωB97M-V with the def2-TZVPD basis set

Values from the calculation:
- Multiplicity: 5
- Maximum force: 3.745 eV/A
- Gap between HOMO and LUMO (alpha / beta): 4.14 / 3.26 eV
- Net charge: -1

```
86
Properties=species:S:1:pos:R:3:forces:R:3:mulliken_spin:R:1
Pm 1.2509 1.3657 1.7211 -0.22 -0.08 -0.55 3.663
P -0.0783 0.5492 -0.9695 -0.34 0.82 1.38 -0.188
Cl 1.1259 4.0010 1.4897 0.00 -0.10 0.00 -0.017
C -1.3249 -0.6456 0.2386 -0.95 2.01 0.44 0.090
H -2.4678 -0.7704 0.1432 0.97 1.50 -0.81 -0.016
H -1.1539 0.1354 1.0514 -0.47 -1.27 0.16 -0.080
C 1.8941 0.8005 -1.2723 -0.73 0.11 -0.91 0.379
C -0.7800 2.3271 -1.3905 0.82 -0.89 0.10 -0.005
C 2.2897 0.8904 -2.7661 1.11 0.25 -0.52 -0.024
H 2.0982 1.8102 -0.8512 -0.14 -0.21 0.05 0.022
C 3.8035 1.2454 -2.9643 -0.08 -0.02 0.35 -0.018
H 2.1143 -0.0688 -3.2857 0.05 0.37 0.41 -0.002
H 1.7212 1.6555 -3.3239 0.12 -0.46 0.52 0.005
C 4.7310 0.3023 -2.1386 -0.38 0.44 -1.09 -0.033
H 4.0688 1.1820 -4.0448 -0.17 0.05 0.62 -0.001
H 3.9769 2.3045 -2.6563 -0.15 -0.64 -0.10 0.000
C 4.2384 0.0987 -0.7025 0.58 0.07 -0.33 0.028
H 4.7972 -0.6554 -2.6891 -0.12 0.18 0.38 -0.003
H 5.7458 0.7365 -2.1731 -0.28 -0.27 0.28 0.001
C 2.7563 -0.2612 -0.5932 0.45 -0.14 -0.37 0.155
H 4.8678 -0.6748 -0.2627 -0.09 -0.11 0.28 0.031
H 4.4514 1.0230 -0.1560 -0.17 0.01 0.18 -0.083
H 2.5815 -1.2078 -1.1146 -0.02 -0.07 0.07 0.022
H 2.5441 -0.5092 0.4714 -0.18 0.22 -0.30 -0.206
C -0.6076 -0.4631 -2.4231 -0.15 0.22 -1.51 -0.023
C -2.2813 2.1668 -1.6274 0.45 -0.05 0.04 0.026
H -0.6151 2.8996 -0.4541 -0.23 -0.48 -0.27 -0.025
C -2.9310 3.5221 -1.5820 -0.11 0.74 -0.24 0.012
H -2.4530 1.6946 -2.5968 -0.11 0.10 -0.04 -0.002
H -2.6981 1.4752 -0.8880 -0.02 0.19 0.08 -0.027
C -2.2994 4.5202 -2.5663 0.35 0.00 -0.23 -0.004
H -3.9883 3.4379 -1.7998 -0.41 0.02 -0.01 0.001
H -2.8435 3.9419 -0.5800 0.02 -0.05 0.20 -0.001
C -0.7621 4.5756 -2.4582 0.02 0.01 0.29 0.000
H -2.5738 4.2601 -3.6001 0.01 -0.10 0.15 -0.001
H -2.6915 5.5331 -2.3948 -0.03 -0.23 -0.01 0.001
C -0.0927 3.1870 -2.4675 -0.20 0.19 -0.12 0.000
H -0.3463 5.1965 -3.2608 -0.08 -0.02 0.08 0.001
H -0.4965 5.0628 -1.5053 -0.04 -0.09 -0.21 -0.001
H -0.1728 2.7404 -3.4723 -0.01 0.19 0.34 0.001
H 0.9876 3.3135 -2.2597 -0.51 -0.05 0.03 -0.007
C 0.1102 -1.8173 -2.5557 -0.15 0.36 0.71 0.061
H -1.6410 -0.6256 -2.0744 0.19 -0.25 -0.40 0.003
C -0.5674 -2.7466 -3.5372 -0.02 -0.12 -0.29 0.002
H 1.1519 -1.6523 -2.8410 -0.03 -0.05 -0.15 0.002
H 0.1367 -2.2973 -1.5776 -0.02 0.05 -0.21 -0.018
C -0.7367 -2.1578 -4.9209 -0.27 0.81 -0.53 -0.002
H 0.0145 -3.6557 -3.6239 0.11 -0.38 0.10 0.002
H -1.5460 -3.0314 -3.1597 -0.21 -0.03 0.22 -0.001
C -1.3496 -0.7438 -4.8758 -0.11 0.22 0.35 0.001
H 0.2204 -2.1083 -5.4561 0.05 0.00 0.18 0.000
H -1.3932 -2.7783 -5.5399 0.12 -0.13 0.08 0.000
C -0.6760 0.1874 -3.8416 0.19 -0.09 -0.03 -0.004
H -1.2794 -0.2616 -5.8643 -0.12 -0.21 0.20 0.000
H -2.4235 -0.8172 -4.6216 0.29 -0.04 -0.10 0.000
H 0.3441 0.4045 -4.1973 -0.42 -0.09 0.07 0.001
H -1.2086 1.1557 -3.8213 0.28 -0.69 -0.09 0.003
C -0.3311 -3.0310 0.8004 -1.80 -0.88 -1.37 0.238
C -1.6471 -2.5441 0.5971 1.09 -1.65 0.37 -0.117
H 0.3279 -2.8385 -0.0314 0.30 -0.27 0.14 -0.002
C -2.6465 -2.6890 1.8148 0.25 0.69 -0.14 -0.004
H -2.0981 -2.7496 -0.4352 0.48 0.55 1.46 0.010
C -1.8640 -2.8122 3.1519 -0.89 -0.32 -0.10 0.004
H -3.2425 -1.7661 1.9203 0.14 -0.15 -0.29 -0.002
H -3.4247 -3.4861 1.6969 0.92 0.25 -0.16 -0.004
C -0.7921 -3.8656 3.0965 1.82 0.13 -0.38 0.005
H -1.3549 -1.8668 3.3563 -0.18 0.03 -0.05 -0.001
H -2.5532 -2.9941 3.9975 0.02 0.09 -0.38 0.001
C 0.2784 -3.3038 2.0828 -0.11 -0.71 1.71 -0.008
H -0.3297 -4.0159 4.0920 -0.15 0.17 -0.33 -0.001
H -1.0952 -4.8512 2.7380 -0.42 0.04 -0.02 -0.001
H 0.6497 -2.3769 2.5591 0.33 -0.08 0.02 0.013
H 1.1345 -3.9932 1.9655 -0.24 0.21 0.17 0.001
C 0.7151 -0.1856 3.4671 -0.93 -0.56 3.58 0.198
C 0.3905 -0.3357 4.6803 0.51 1.06 -3.09 -0.057
C 0.1317 -0.2480 6.0857 0.15 0.33 1.12 0.016
C -0.9817 0.4312 6.6738 0.76 -0.60 -0.20 -0.001
C -1.0585 0.6030 8.0532 0.18 0.02 0.34 -0.001
C -0.0527 0.1504 8.9177 0.26 -0.14 -0.55 0.001
C 1.0346 -0.5216 8.3483 0.11 0.02 0.06 -0.002
C 1.1378 -0.7116 6.9627 -0.35 0.07 0.46 -0.003
H -1.7548 0.8434 6.0385 0.03 -0.09 -0.06 -0.001
H -1.8988 1.1280 8.5014 0.01 -0.01 -0.28 0.000
H -0.0812 0.3556 9.9991 -0.11 -0.21 -0.64 0.000
H 1.8373 -0.8828 9.0024 -0.27 0.13 -0.32 0.000
H 2.0258 -1.1950 6.5502 -0.35 0.12 0.07 -0.001
```
Forces are in eV/Å.



No. 4
Molecular formula: C4H6O
Method: DFT, ωB97M-V with the def2-TZVPD basis set

Values from the calculation:
- Energy relative to the best compared isomer or geometry (same formula, charge and spin): 383.7 kJ/mol
- SMILES: OCC1C=C1
- Maximum force: 5.352 eV/A
- Gap between HOMO and LUMO: 9.82 eV

```
11
Properties=species:S:1:pos:R:3:forces:R:3:mulliken_charge:R:1
O -0.6592 -1.7077 -1.3923 2.80 -1.41 1.23 -0.467
C -0.3219 -1.2260 -0.1256 2.46 4.37 -1.88 -0.530
C 0.1470 0.5419 -0.2119 -0.82 -1.35 -1.68 -0.182
C -0.0186 1.5360 0.8909 -0.30 -1.79 0.36 -0.411
C 1.1949 1.1395 0.7743 1.32 -0.51 -3.17 -0.269
H -1.4353 -1.3136 -1.6155 -3.57 1.63 -1.36 0.282
H -1.0904 -1.1706 0.5804 -1.06 -0.76 1.24 0.329
H 0.6241 -1.6754 0.0688 0.27 -0.56 1.06 0.334
H -0.0471 0.9160 -1.3396 0.77 -0.77 2.48 0.221
H -0.6781 1.7660 1.6603 -1.23 1.20 0.83 0.329
H 2.2846 1.1939 0.7102 -0.66 -0.03 0.88 0.363
```
Forces are in eV/Å.



> Among the records above, which one has the highest maximum force?

C4H6O